A structure of composition C36H44BiBrN12OS. Source: OMol25; level of theory: ωB97M-V/def2-TZVPD.

Each line ends with the Löwdin charge.
Cartesian coordinates (Å):
N: -0.783 2.526 1.220  0.05
C: -0.684 -3.911 -2.026  0.00
C: -1.922 3.711 2.962  -0.03
H: -3.985 -3.570 1.056  0.09
C: -2.957 0.293 -0.104  -0.26
N: 1.093 2.658 -2.381  -0.01
H: -1.979 5.457 0.085  0.12
C: -0.503 3.446 -1.002  -0.26
H: -0.225 -0.426 -4.624  0.11
H: -3.151 -5.109 1.255  0.10
N: 0.483 2.649 -1.161  0.05
C: -0.460 -3.619 3.655  -0.10
C: 3.782 1.801 3.554  0.02
H: -0.029 -0.118 -2.909  0.00
C: -1.777 4.653 0.777  0.00
C: 2.388 2.134 1.650  -0.13
H: -3.247 -1.816 -0.075  0.08
C: -1.208 2.626 2.474  -0.12
H: -0.965 1.802 3.132  0.10
H: -2.767 5.611 2.425  0.12
C: -0.670 0.071 -3.762  -0.06
C: 0.205 -5.908 -1.017  -0.70
H: 4.419 2.163 4.352  0.13
Bi: 0.163 -0.167 0.047  1.84
H: -0.544 5.265 -2.164  0.11
C: -1.059 3.533 0.380  -0.23
H: -1.044 3.810 -3.048  0.08
H: 4.079 -2.571 4.956  0.12
N: -4.029 -0.439 -2.705  -0.06
C: 3.521 0.414 3.454  -0.14
H: -4.293 -2.023 -4.070  0.13
H: -1.200 -0.921 4.488  0.11
Br: 0.248 -7.790 -0.907  0.78
H: 0.552 -1.240 4.456  0.09
C: -0.637 -5.284 -1.943  -0.10
C: 0.099 -3.106 -1.179  -0.35
C: -1.076 4.313 -2.081  -0.01
H: -0.320 -3.531 4.730  0.13
H: -1.662 -5.327 3.024  0.13
H: 3.419 3.722 2.689  0.12
C: -0.337 -1.109 3.841  -0.03
C: 0.949 -3.740 -0.255  -0.14
H: -5.662 0.338 -1.591  0.10
H: -5.927 -1.190 -2.414  0.10
C: 3.232 2.658 2.648  -0.02
H: 2.541 -3.651 1.157  0.13
H: -2.935 0.477 -5.161  0.13
C: 2.452 -1.411 2.214  -0.21
C: -5.197 -0.613 -1.850  -0.03
H: -5.035 -0.488 -4.558  0.13
C: 1.771 -3.035 0.693  -0.06
H: 1.679 -5.626 0.496  0.12
S: 2.429 0.412 -1.752  0.66
H: -2.121 4.533 -1.877  0.09
C: -2.705 -0.216 -2.407  -0.34
H: 4.655 -0.182 5.193  0.13
C: -1.777 -4.270 3.256  -0.09
H: 1.904 2.788 0.933  0.09
H: -2.513 1.038 0.559  0.07
N: -2.110 -3.512 2.048  -0.05
C: 2.707 -0.023 2.387  -0.18
H: 3.432 1.337 -4.099  0.11
H: -0.721 1.148 -3.970  0.09
N: -2.134 0.196 -1.307  0.00
N: 2.132 0.855 1.524  -0.02
H: 0.916 3.420 -3.022  0.14
N: 2.720 1.992 -3.820  0.12
C: 3.716 -1.846 4.241  -0.04
H: -2.235 3.736 3.996  0.12
H: -4.986 -1.171 -0.942  0.07
C: -1.480 -2.316 2.040  -0.37
H: 2.657 2.864 -4.320  0.12
C: -2.860 -0.517 -4.701  -0.12
N: -0.510 -2.295 3.017  -0.09
C: -4.170 -0.935 -4.073  -0.12
C: 2.061 1.759 -2.680  -0.84
H: -2.559 -4.157 4.010  0.13
C: -2.981 -1.036 0.640  -0.23
H: -1.248 -5.890 -2.599  0.11
O: 0.052 -1.805 -1.323  -0.35
H: -0.176 -0.241 3.209  0.04
H: -1.313 -3.411 -2.753  0.12
N: 1.667 -1.809 1.087  -0.01
H: -2.495 -1.219 -5.449  0.13
C: 4.030 -0.526 4.378  -0.01
H: -3.750 -1.010 1.418  0.14
N: -1.979 -0.480 -3.544  -0.10
H: -2.560 -3.962 0.053  0.08
N: -1.672 -1.269 1.257  -0.06
C: 1.004 -5.146 -0.204  -0.08
C: 2.919 -2.285 3.166  -0.02
H: -3.968 0.644 -0.299  0.10
H: 2.675 -3.337 3.112  0.11
C: -3.009 -4.051 1.042  -0.01
C: -2.215 4.743 2.091  -0.03
H: 0.375 -4.190 3.242  0.11

The calculation puts the HOMO energy at -12.4 eV. Its largest force on an atom is 0.52 eV/A. The net charge is +2. The calculation puts the LUMO energy at -5.0950 eV. The spin multiplicity is 1. The energy above the lowest of the compared OMol25 structures with the same formula, charge and spin comes out at 0.363 eV. For the HOMO-LUMO gap, the calculation gives 7.3 eV.

***

A cluster of 4 separate species, C36H44FIN5O9P2 in total. Source: OMol25; level of theory: ωB97M-V/def2-TZVPD.

Each line ends with the Löwdin charge.
Cartesian coordinates (Å):
H: 3.178 -0.234 1.874  0.05
O: -2.091 -3.801 -4.267  0.01
C: -0.178 5.669 6.416  -0.14
H: -1.367 -0.213 2.903  0.11
H: -3.406 -1.207 -5.374  0.09
C: -0.838 -1.020 4.810  -0.07
H: -1.141 -2.652 -2.552  0.06
C: -0.173 -1.068 -1.441  -0.11
C: 2.385 3.050 -3.560  -0.28
C: -0.151 0.304 -1.931  -0.28
H: -1.413 -1.926 4.667  0.11
H: -3.438 -6.903 -6.223  0.12
H: 0.698 3.535 0.044  0.03
C: -2.634 -7.086 -5.521  0.01
H: 2.267 2.195 1.091  0.10
H: 2.579 -1.792 2.065  0.08
H: 3.636 2.157 -1.465  0.09
H: -2.165 -1.888 -4.294  0.03
C: -0.070 1.106 4.019  -0.15
C: -1.997 0.300 -4.466  -0.39
C: -2.147 -8.375 -5.362  -0.05
H: -1.057 0.082 -5.043  0.08
H: -4.538 0.082 -1.848  0.07
H: -2.586 1.050 -5.067  0.08
O: -0.718 1.949 1.977  0.04
F: 4.280 1.793 1.629  -0.04
H: 2.014 3.635 -4.440  0.05
O: 1.456 4.065 6.199  0.06
C: -2.082 -6.054 -4.775  -0.14
H: 1.750 6.455 5.849  0.12
C: -0.131 -0.823 5.992  -0.06
P: 1.071 2.769 -2.261  0.91
H: 0.237 -7.781 -3.025  0.11
H: 2.143 4.485 -0.696  0.04
C: 0.916 -3.149 -0.232  -0.42
C: 3.373 -1.464 0.235  -0.21
H: 0.663 -3.600 -2.571  0.12
C: 3.399 1.410 -0.672  -0.08
N: -0.056 2.139 2.983  -0.35
H: -1.366 9.327 6.413  0.11
H: -0.160 -1.578 6.770  0.11
C: -2.939 1.704 -1.809  -0.39
H: -2.203 5.172 6.970  0.12
C: -2.874 -1.014 -4.400  -0.17
H: -0.612 -5.487 -3.302  0.09
C: -3.850 0.608 -1.142  -0.17
H: -3.527 2.457 -2.404  0.09
P: -1.524 1.126 -2.868  0.94
H: -2.492 2.300 -0.961  0.08
C: 0.612 0.335 6.180  -0.05
N: 1.024 1.079 -1.681  -0.17
H: -1.528 -2.715 -0.811  0.10
C: -0.566 -7.583 -3.725  -0.06
O: 0.618 3.134 3.178  0.07
H: 0.979 8.792 5.845  0.11
O: -3.536 -4.529 -5.689  0.11
H: 4.311 0.760 -0.579  0.12
C: -1.501 5.958 6.725  0.00
H: -2.571 -9.189 -5.937  0.11
C: 2.156 -0.827 -0.507  -0.03
H: 3.345 -2.583 0.125  0.12
O: 0.181 -3.472 0.645  0.19
H: 2.934 2.117 -3.869  0.06
H: -2.360 -1.479 -1.803  0.05
C: -1.925 7.278 6.722  -0.06
C: 3.317 2.207 0.701  -0.17
C: 0.988 -1.664 -0.725  0.03
H: -2.953 7.516 6.967  0.11
H: -0.744 -9.633 -4.334  0.11
C: 2.884 -3.625 -2.977  -0.78
H: 0.443 4.840 -1.156  0.05
C: -0.811 -0.054 3.818  -0.01
H: 3.179 3.704 -3.087  0.04
H: 1.162 0.483 7.102  0.12
O: -0.540 3.415 6.712  0.08
C: -1.047 -6.291 -3.881  -0.01
C: -1.388 -2.000 -1.669  -0.03
N: -2.610 -4.695 -4.925  -0.31
H: -4.528 1.152 -0.420  0.08
I: 3.183 -4.309 -5.016  0.82
H: -3.267 -0.103 -0.494  0.06
H: -3.594 -1.062 -3.551  0.05
C: 0.720 6.678 6.095  0.00
C: 0.647 1.307 5.191  -0.01
N: 0.281 4.278 6.442  -0.32
H: 1.479 -5.220 -2.532  0.12
C: -1.117 -8.624 -4.462  -0.06
C: 0.287 7.996 6.091  -0.06
H: 4.367 -1.164 -0.193  0.12
N: 3.357 -1.226 1.711  0.05
C: 1.587 -4.141 -2.237  -0.16
O: 3.684 -2.902 -2.489  0.03
H: 3.539 3.286 0.476  0.12
C: -1.032 8.296 6.409  -0.07
C: 1.145 4.011 -0.865  -0.26
H: 1.228 2.202 5.347  0.08
O: 1.740 -4.111 -0.808  0.00
C: 2.119 0.567 -0.992  -0.11

The calculation puts the HOMO energy at -9.3 eV. Its largest force on an atom is 3.38 eV/A. The net charge is +1. The calculation puts the LUMO energy at -4.0156 eV. The spin multiplicity is 1. The energy above the lowest of the compared OMol25 structures with the same formula, charge and spin comes out at 0.000 eV. For the HOMO-LUMO gap, the calculation gives 5.2 eV.